No. 1
The following is a DFT calculation (the ωB97M-V functional and the def2-TZVPD basis) of C16H13ClN2O2S as an isolated structure in a non-equilibrium geometry.

```
35
Properties=species:S:1:pos:R:3:forces:R:3:nbo_charge:R:1
N -2.641852 -2.099389 -0.028341 1.3 -7.0 -0.4 -0.7763
C -3.439582 -1.073191 -0.129203 -5.5 -8.3 3.8 0.0217
C -4.730254 -1.139503 0.343465 -4.9 -5.9 3.1 -0.1709
C -5.711477 -0.200647 0.405168 -2.6 -4.0 0.9 -0.2390
C -5.358190 0.914020 -0.157405 -7.3 9.8 1.3 -0.1861
C -4.162939 1.188790 -0.451753 6.6 2.2 -2.4 -0.2320
C -3.308463 0.089845 -0.387143 7.3 13.5 -6.5 -0.0194
S -1.590777 0.509316 -1.318053 -1.2 0.4 2.0 0.0987
C -0.874869 1.261876 0.229387 0.5 -1.6 0.7 -0.3988
C 0.650435 1.492199 -0.065978 -8.2 15.3 -7.8 0.6650
O 0.962362 2.621552 -0.735991 -0.5 -5.2 2.7 -0.6696
N 1.287996 0.655725 0.433730 12.5 -12.4 5.7 -0.4829
C 0.731526 -0.424175 1.326362 -7.2 8.7 -3.0 0.7722
O 1.226551 -1.026419 2.131533 3.7 -4.2 3.5 -0.4727
C -0.735303 0.226895 1.340783 -2.1 -3.4 4.4 -0.5648
H -0.984039 0.686223 2.559712 1.3 -1.1 -3.7 0.2494
H -1.373214 -0.763686 1.429691 0.5 2.3 -0.8 0.2709
C 2.729755 0.333943 0.318748 0.1 9.4 0.3 0.1478
C 3.785746 1.491926 0.476980 -11.5 1.1 3.6 -0.1313
C 4.991202 1.254831 0.362142 3.3 -7.9 -5.1 -0.2368
C 5.403623 0.027257 -0.437911 2.3 3.1 4.0 -0.1318
C 4.425125 -0.869684 -0.506729 10.5 -5.4 -7.4 -0.2572
C 3.193853 -0.669716 -0.323015 -8.0 -3.6 0.6 -0.0474
Cl 1.993923 -1.947545 -0.640894 0.5 -0.3 -0.7 -0.0205
H 4.866078 -1.707942 -1.376879 -2.0 1.5 3.0 0.2344
H 6.579367 -0.088483 -0.582246 -3.0 -0.1 -0.2 0.2362
H 5.738827 1.802512 0.478167 5.9 5.5 1.5 0.1987
H 3.368065 2.457153 0.969430 0.7 -1.8 -1.1 0.2379
H -1.469819 2.104260 0.653680 0.8 -0.2 -1.0 0.2559
H -3.755957 2.205254 -0.788941 -0.8 -1.8 0.5 0.2469
H -6.063119 2.029786 -0.013144 1.5 -3.7 -0.8 0.1812
H -6.794498 -0.349147 0.692248 1.7 -0.3 0.0 0.2367
H -5.162327 -2.170344 0.728915 1.4 1.6 -0.7 0.1942
H -3.093236 -3.158504 -0.088655 1.2 4.0 0.3 0.3954
H -1.921372 -2.056124 -0.709693 1.1 0.0 -0.5 0.3945
```
Forces are in eV/Å.

Output
largest force on an atom = 19.02 eV/Å
net charge = 0
HOMO level = -0.327 Eh
molar mass = 332.81 g mol⁻¹
energy relative to the best compared isomer or geometry (same formula, charge and spin) = 146.3 kJ/mol
spin multiplicity = 1
frontier orbital gap = 9.28 eV
LUMO = 0.37 eV

---

No. 2
The following is a DFT calculation (the ωB97M-V functional and the def2-TZVPD basis) of C16H13CoF2N2O3 as an isolated structure in a non-equilibrium geometry.

```
37
Properties=species:S:1:pos:R:3:forces:R:3:nbo_charge:R:1
Co 0.068321 -0.497512 0.230770 -1.0 -0.2 0.0 0.9002
C 4.027404 -1.969437 0.289456 0.0 -0.1 0.0 -0.2494
O 4.680351 -0.717201 0.080484 -0.2 0.0 -0.2 -0.5194
C 4.042816 0.457230 0.381196 0.8 0.2 0.2 0.2154
C 4.906100 1.521678 0.617605 -0.3 -0.4 -0.1 -0.2391
C 4.429245 2.785865 0.932128 0.0 0.4 0.1 -0.2712
C 3.071179 3.003026 1.008370 -0.1 0.0 0.0 -0.1955
C 2.167175 1.964110 0.750778 0.9 -0.3 0.0 -0.2104
C 0.766377 2.245602 0.802160 -0.8 0.0 -0.1 0.1152
N -0.152930 1.373089 0.573852 1.0 -0.1 0.1 -0.3352
N -1.454144 1.766619 0.674926 -1.1 0.5 0.1 -0.4335
C -2.223488 0.714911 0.549374 1.8 -0.4 -0.1 0.5268
O -1.718312 -0.478753 0.385763 -2.4 0.1 0.1 -0.7370
C -3.675386 0.852316 0.605476 -0.9 0.1 0.1 -0.0332
C -4.284247 2.103714 0.733057 0.2 -0.2 0.0 -0.1964
C -5.660264 2.203658 0.816508 -0.2 0.0 0.0 -0.2296
C -6.452759 1.062142 0.770541 0.1 0.0 0.0 -0.2175
C -5.852288 -0.182616 0.634729 -0.2 0.0 0.0 -0.2243
C -4.475600 -0.290016 0.551333 0.3 0.1 0.0 -0.1978
C 2.647453 0.652648 0.433499 -1.2 0.4 0.0 0.3925
O 1.813563 -0.318843 0.190998 2.9 -0.7 -0.2 -0.7774
H 3.183767 -2.118497 -0.374407 0.0 0.0 0.0 0.2307
H 3.682215 -2.061598 1.322535 0.0 0.0 0.0 0.1661
H 4.787281 -2.727267 0.094658 0.1 0.1 0.1 0.1656
H 5.968801 1.324396 0.555667 0.0 0.0 0.0 0.2095
H 5.121458 3.594990 1.130461 0.0 0.0 0.0 0.1981
H 2.679810 3.979362 1.273537 0.0 0.0 0.0 0.1960
H 0.440341 3.255708 1.046324 0.0 0.0 0.0 0.1744
H -3.651845 2.980326 0.766862 0.0 0.0 0.0 0.2337
H -6.125162 3.176975 0.918828 0.0 0.0 0.0 0.2021
H -7.530705 1.145180 0.835151 0.0 0.0 0.0 0.2007
H -6.467487 -1.073439 0.594252 0.0 0.0 0.0 0.2044
H -3.983580 -1.247708 0.442687 0.0 0.0 0.0 0.2477
F -1.098835 -2.920355 -0.727159 0.1 0.0 0.0 -0.4110
C 0.043966 -2.455110 -0.058698 0.4 0.3 -0.1 0.2501
F 1.115951 -2.912739 -0.869613 -0.2 0.0 0.1 -0.4266
H 0.106358 -3.094356 0.838113 0.0 0.1 -0.1 0.0755
```
Forces are in eV/Å.

Output
largest force on an atom = 2.97 eV/Å
net charge = -1
HOMO level (alpha / beta) = -0.164 / -0.166 Eh
molar mass = 378.22 g mol⁻¹
spin multiplicity = 2
frontier orbital gap (alpha / beta) = 7.45 / 7.35 eV
LUMO (alpha / beta) = 2.98 / 2.83 eV

---

No. 3
The following is a DFT calculation (the ωB97M-V functional and the def2-TZVPD basis) of C16H13CrN6O4SSe as an isolated structure in a non-equilibrium geometry.

```
42
Properties=species:S:1:pos:R:3:forces:R:3:nbo_charge:R:1
Cr -0.487249 -1.574304 0.251390 0.5 -2.3 -0.1 1.1040
C -2.762509 1.967431 -0.215071 0.0 0.0 -0.1 -0.6781
C -1.782185 0.846092 -0.278140 -0.3 -0.2 0.5 0.2348
N -1.686664 -0.071719 0.635081 -0.7 1.1 -0.1 -0.2222
N -2.518217 -0.014683 1.696899 -0.2 0.2 0.2 -0.4485
C -2.386411 -1.034609 2.522546 0.3 -0.3 -0.1 0.2999
N -3.167122 -0.988536 3.638220 -0.1 0.0 -0.1 -0.7871
S -1.326466 -2.382259 2.347693 -0.1 0.2 0.1 -0.1439
C -0.824769 0.712867 -1.368065 0.4 -0.1 -0.4 0.1928
C -0.634053 1.657703 -2.368824 -0.2 0.1 0.2 -0.2293
C 0.336658 1.438518 -3.327738 0.1 -0.1 -0.1 -0.1428
C 1.100534 0.281899 -3.276116 -0.1 0.1 0.0 -0.2473
C 0.855908 -0.618560 -2.254822 0.1 -0.1 0.0 0.1022
N -0.078610 -0.407493 -1.337645 0.0 0.4 -0.5 -0.4253
H -3.493974 1.753263 0.556534 0.0 0.0 0.0 0.2642
H -3.261976 2.089422 -1.177849 0.0 0.0 0.0 0.2219
H -2.260540 2.907996 0.029265 0.0 0.0 0.0 0.2288
H -3.959942 -0.368466 3.599572 0.0 0.0 0.0 0.3886
H -3.292274 -1.862749 4.117543 0.0 0.0 0.0 0.3965
H -1.237380 2.554937 -2.373480 0.0 0.0 0.0 0.2224
H 0.504497 2.166597 -4.110861 0.0 0.0 0.0 0.2166
H 1.872762 0.073252 -4.001693 0.0 0.0 0.0 0.2276
H 1.422396 -1.537268 -2.152092 0.0 0.0 0.1 0.2379
O -2.360562 -4.181814 -2.157664 -0.1 0.1 0.0 -0.6199
C -1.624953 -3.557360 -1.426397 0.6 -0.3 0.1 0.6747
O -1.895513 -2.464562 -0.789334 -0.6 0.6 0.1 -0.7264
C -0.142404 -4.017818 -1.143311 -0.6 0.1 -0.2 0.6782
O 0.349509 -4.993501 -1.656621 0.1 0.0 0.1 -0.6066
O 0.443107 -3.189489 -0.324531 0.4 0.1 0.2 -0.7534
Se 2.612815 -2.205224 1.030669 0.3 0.0 -0.1 0.8752
N 1.286364 -0.938957 1.028021 0.0 0.2 0.0 -0.8297
C 1.887536 0.274766 1.143668 0.0 -0.1 0.1 0.2019
C 1.232418 1.512588 1.222329 0.1 0.0 -0.1 -0.3177
C 1.973541 2.681443 1.336396 0.0 0.0 0.0 -0.2297
C 3.368173 2.647068 1.380304 0.1 0.0 0.0 -0.2610
C 4.044652 1.441469 1.323078 -0.1 0.0 0.0 -0.2439
C 3.326312 0.234595 1.220305 -0.1 0.0 0.0 0.0624
N 3.901726 -0.982910 1.192338 0.1 0.1 0.1 -0.7111
H 0.152116 1.545004 1.220728 0.0 0.0 0.1 0.1988
H 1.462269 3.635427 1.402765 0.0 0.0 0.0 0.1924
H 3.924697 3.571538 1.482573 0.0 0.0 0.0 0.1950
H 5.125776 1.398400 1.362336 0.0 0.0 0.0 0.2071
```
Forces are in eV/Å.

Output
largest force on an atom = 2.40 eV/Å
net charge = -1
HOMO level (alpha / beta) = -0.102 / -0.185 Eh
molar mass = 516.34 g mol⁻¹
energy relative to the best compared isomer or geometry (same formula, charge and spin) = 17.6 kJ/mol
spin multiplicity = 5
frontier orbital gap (alpha / beta) = 4.51 / 6.54 eV
LUMO (alpha / beta) = 1.74 / 1.51 eV